1.
# C12H24Br12

A 6-piece molecular cluster, C12H24Br12 overall (wB97M-V/def2-TZVPD, OMol25).

- charge = 0
- Kohn-Sham gap (eV) = 9.9
- total energy (Eh) = -31359.8023
- energy above the lowest of the compared OMol25 structures with the same formula, charge and spin (kJ/mol) = 64.7
- M (g/mol) = 1127.2

Atoms and positions in Å:
Br (4.459, 1.878, -0.785)
Br (2.983, 0.480, 4.683)
Br (-8.055, -1.676, 1.095)
Br (0.254, -3.213, -0.548)
Br (1.457, 2.783, -3.763)
Br (1.113, 3.530, 4.528)
Br (0.129, 2.965, -8.131)
Br (-1.917, -2.071, 2.006)
Br (-1.931, 0.301, -2.725)
Br (1.408, -0.191, 0.347)
Br (7.006, 2.186, 1.836)
Br (-3.972, -2.167, -0.930)
C (4.876, 0.679, 0.630)
C (-5.324, -1.701, 0.353)
C (-0.390, -3.183, 2.226)
C (0.432, 3.506, -6.278)
C (5.241, 1.351, 1.921)
C (0.585, 2.308, -5.435)
C (1.286, 0.764, 3.786)
C (0.440, 0.138, -1.305)
C (-6.698, -1.899, -0.290)
C (-0.237, -4.128, 1.115)
C (0.432, 1.742, 4.607)
C (-0.976, -0.144, -1.106)
H (-0.384, 1.902, -5.163)
H (-6.903, -1.157, -1.043)
H (-0.540, -3.725, 3.159)
H (0.816, -0.210, 3.785)
H (-6.836, -2.907, -0.649)
H (0.426, 1.477, 5.655)
H (-1.171, -4.606, 0.864)
H (-1.420, 0.434, -0.302)
H (1.521, 1.172, 2.818)
H (-5.211, -0.663, 0.646)
H (0.850, -0.535, -2.047)
H (4.016, 0.028, 0.796)
H (0.585, -4.800, 1.301)
H (-0.435, 4.079, -5.975)
H (0.636, 1.163, -1.561)
H (5.242, 0.642, 2.733)
H (5.621, -0.049, 0.303)
H (-5.206, -2.352, 1.208)
H (1.162, 1.514, -5.884)
H (0.477, -2.545, 2.362)
H (-1.155, -1.190, -0.885)
H (4.581, 2.186, 2.117)
H (1.305, 4.138, -6.283)
H (-0.578, 1.764, 4.209)

Charges computed using Löwdin, reported in e: atom 1 (Br): 0.64, atom 2 (Br): 0.65, atom 3 (Br): 0.61, atom 4 (Br): 0.69, atom 5 (Br): 0.67, atom 6 (Br): 0.64, atom 7 (Br): 0.62, atom 8 (Br): 0.68, atom 9 (Br): 0.64, atom 10 (Br): 0.71, atom 11 (Br): 0.60, atom 12 (Br): 0.65, atom 13 (C): -0.77, atom 14 (C): -0.72, atom 15 (C): -0.73, atom 16 (C): -0.71, atom 17 (C): -0.72, atom 18 (C): -0.71, atom 19 (C): -0.70, atom 20 (C): -0.71, atom 21 (C): -0.69, atom 22 (C): -0.64, atom 23 (C): -0.72, atom 24 (C): -0.80, atom 25 (H): 0.04, atom 26 (H): 0.05, atom 27 (H): 0.07, atom 28 (H): 0.04, atom 29 (H): 0.04, atom 30 (H): 0.04, atom 31 (H): 0.05, atom 32 (H): 0.06, atom 33 (H): -0.02, atom 34 (H): 0.06, atom 35 (H): 0.06, atom 36 (H): -0.03, atom 37 (H): 0.06, atom 38 (H): 0.06, atom 39 (H): -0.01, atom 40 (H): 0.01, atom 41 (H): 0.06, atom 42 (H): 0.04, atom 43 (H): 0.05, atom 44 (H): 0.04, atom 45 (H): -0.09, atom 46 (H): 0.04, atom 47 (H): 0.04, atom 48 (H): 0.06

2.
# C12H24CaLi2O22PbS5

C12H24CaLi2O22PbS5 as an isolated structure (wB97M-V/def2-TZVPD, OMol25).

- charge = +5
- Kohn-Sham gap (spin up / spin down) (eV) = 4.2 / 3.5
- <S²> = 0.7622
- total energy (Eh) = -5001.0515
- spin multiplicity = 2
- M (g/mol) = 941.8

Atoms and positions in Å:
Pb (-0.638, 3.206, 2.786)
Ca (0.673, 0.612, 5.700)
S (0.651, 4.400, -1.422)
S (-1.715, -4.431, -0.811)
S (-4.588, -2.433, 1.820)
S (3.480, 0.163, 0.299)
S (-1.886, -0.503, -2.603)
O (5.107, 0.367, 0.006)
O (1.616, 3.771, -2.322)
O (-2.228, -1.759, -3.301)
O (-2.701, -0.198, -1.418)
O (-2.875, -3.581, -1.032)
O (3.037, 1.143, 1.273)
O (-4.606, -1.742, 3.228)
O (-1.869, -5.767, -0.288)
O (-5.938, -2.910, 1.447)
O (3.767, -1.298, 1.043)
O (-3.578, -3.517, 2.344)
O (2.756, -0.020, -0.981)
O (1.127, 5.929, -1.024)
O (-1.827, 0.815, -3.669)
O (-0.677, 5.007, -2.263)
O (-0.654, -3.690, 0.235)
O (-0.300, -0.386, -2.282)
O (0.257, 3.582, -0.254)
O (-0.642, -4.342, -2.084)
O (-1.892, 1.194, 1.590)
O (0.669, 0.906, 3.335)
O (-3.942, -1.493, 0.881)
C (0.755, 6.937, -1.911)
C (4.895, -1.910, 0.505)
C (-1.033, 1.766, -3.107)
C (0.150, 0.890, -2.618)
C (0.178, -0.133, 2.462)
C (5.886, -0.738, 0.329)
C (0.643, -4.012, -1.716)
C (-2.810, -3.214, 3.485)
C (-0.386, 6.325, -2.767)
C (0.536, -3.103, -0.489)
C (-0.883, 0.279, 1.314)
C (-3.358, -1.799, 3.847)
Li (-3.453, 0.508, 0.312)
Li (2.827, 1.635, 3.329)
H (-2.701, -0.994, 3.520)
H (0.327, -2.065, -0.751)
H (0.851, 0.863, -3.452)
H (-1.792, -3.165, 3.100)
H (0.416, 7.842, -1.407)
H (-0.701, 2.457, -3.882)
H (-3.353, -1.692, 4.932)
H (6.492, -0.505, 1.204)
H (1.452, -3.232, 0.088)
H (1.587, 7.205, -2.562)
H (1.237, -3.603, -2.534)
H (0.724, 1.364, -1.822)
H (-1.540, 2.374, -2.359)
H (4.690, -2.413, -0.440)
H (1.129, -4.933, -1.395)
H (-1.256, -0.645, 0.872)
H (-1.259, 6.976, -2.730)
H (5.291, -2.717, 1.121)
H (-0.279, -0.926, 3.053)
H (0.063, 6.229, -3.756)
H (6.602, -0.974, -0.459)
H (-0.400, 0.785, 0.478)
H (0.948, -0.614, 1.859)
H (-3.053, -4.072, 4.112)

Charges computed using Löwdin, reported in e: atom 1 (Pb): 1.71, atom 2 (Ca): 1.79, atom 3 (S): 0.76, atom 4 (S): 0.80, atom 5 (S): 0.71, atom 6 (S): 0.77, atom 7 (S): 0.80, atom 8 (O): -0.15, atom 9 (O): -0.20, atom 10 (O): -0.19, atom 11 (O): -0.33, atom 12 (O): -0.09, atom 13 (O): -0.35, atom 14 (O): -0.15, atom 15 (O): -0.03, atom 16 (O): -0.14, atom 17 (O): -0.22, atom 18 (O): -0.20, atom 19 (O): -0.21, atom 20 (O): -0.19, atom 21 (O): -0.12, atom 22 (O): -0.20, atom 23 (O): -0.20, atom 24 (O): -0.21, atom 25 (O): -0.38, atom 26 (O): 0.02, atom 27 (O): -0.43, atom 28 (O): -0.70, atom 29 (O): -0.34, atom 30 (C): -0.15, atom 31 (C): -0.17, atom 32 (C): -0.21, atom 33 (C): -0.20, atom 34 (C): -0.28, atom 35 (C): -0.15, atom 36 (C): -0.10, atom 37 (C): -0.11, atom 38 (C): -0.12, atom 39 (C): -0.06, atom 40 (C): -0.37, atom 41 (C): -0.17, atom 42 (Li): 0.75, atom 43 (Li): 0.80, atom 44 (H): 0.09, atom 45 (H): 0.11, atom 46 (H): 0.15, atom 47 (H): 0.12, atom 48 (H): 0.15, atom 49 (H): 0.16, atom 50 (H): 0.14, atom 51 (H): 0.15, atom 52 (H): 0.14, atom 53 (H): 0.15, atom 54 (H): 0.18, atom 55 (H): 0.08, atom 56 (H): 0.12, atom 57 (H): 0.14, atom 58 (H): 0.19, atom 59 (H): 0.10, atom 60 (H): 0.15, atom 61 (H): 0.16, atom 62 (H): 0.09, atom 63 (H): 0.14, atom 64 (H): 0.16, atom 65 (H): 0.10, atom 66 (H): 0.10, atom 67 (H): 0.16

3.
# C12H24Cl12

C12H24Cl12 as an isolated structure (wB97M-V/def2-TZVPD, OMol25).

- charge = 0
- Kohn-Sham gap (eV) = 9.1
- total energy (Eh) = -5993.5393
- energy above the lowest of the compared OMol25 structures with the same formula, charge and spin (kJ/mol) = 1131.0
- M (g/mol) = 593.8

Atoms and positions in Å:
Cl (-1.995, 1.142, -2.711)
Cl (-1.164, 4.480, 1.145)
Cl (-2.696, -0.671, -0.300)
Cl (-1.500, -3.685, 0.338)
Cl (0.489, -2.534, 0.746)
Cl (1.263, 1.009, 0.238)
Cl (4.195, -2.312, -1.460)
Cl (1.072, 3.709, 3.612)
Cl (-1.330, 0.950, 3.070)
Cl (0.422, -2.972, -2.588)
Cl (2.304, -1.199, 2.212)
Cl (-0.152, 4.898, -1.619)
C (-1.006, -0.345, -0.719)
C (-0.141, 2.972, 1.142)
C (1.154, 3.275, 1.826)
C (-0.588, 3.161, -1.745)
C (0.438, 0.558, 3.216)
C (2.666, -2.987, -0.876)
C (0.729, -0.963, 3.002)
C (-2.047, -3.235, -1.344)
C (1.806, -1.867, -0.231)
C (-0.328, 0.352, 0.520)
C (-1.691, 2.785, -2.727)
C (-1.124, -3.902, -2.397)
H (0.824, 0.950, 4.157)
H (-0.873, 2.799, -0.757)
H (1.768, 2.376, 1.767)
H (-0.362, -1.202, -0.914)
H (-0.934, 0.175, -1.674)
H (-0.934, -4.949, -2.163)
H (-1.453, 3.104, -3.742)
H (-0.009, 2.660, 0.106)
H (0.331, 2.616, -1.963)
H (-0.853, 1.067, 1.154)
H (2.320, -1.079, 0.319)
H (2.112, -3.540, -1.634)
H (0.757, -1.544, 3.924)
H (-1.577, -4.052, -3.377)
H (-2.058, -2.146, -1.317)
H (0.961, 1.106, 2.433)
H (2.904, -3.683, -0.072)
H (-0.013, -1.445, 2.365)
H (1.257, -1.414, -1.057)
H (-3.089, -3.527, -1.473)
H (-2.640, 3.287, -2.538)
H (-0.748, 2.202, 1.619)
H (1.639, 4.084, 1.279)
H (-0.110, -0.463, 1.209)

Charges computed using Löwdin, reported in e: atom 1 (Cl): 0.79, atom 2 (Cl): 0.56, atom 3 (Cl): 0.69, atom 4 (Cl): 0.50, atom 5 (Cl): 0.56, atom 6 (Cl): 0.83, atom 7 (Cl): 0.57, atom 8 (Cl): 0.55, atom 9 (Cl): 0.71, atom 10 (Cl): 0.72, atom 11 (Cl): 0.69, atom 12 (Cl): 0.57, atom 13 (C): -0.68, atom 14 (C): -0.77, atom 15 (C): -0.64, atom 16 (C): -0.66, atom 17 (C): -0.55, atom 18 (C): -0.70, atom 19 (C): -0.60, atom 20 (C): -0.59, atom 21 (C): -0.75, atom 22 (C): -0.64, atom 23 (C): -0.66, atom 24 (C): -0.52, atom 25 (H): 0.07, atom 26 (H): -0.01, atom 27 (H): -0.01, atom 28 (H): -0.04, atom 29 (H): -0.09, atom 30 (H): 0.07, atom 31 (H): 0.08, atom 32 (H): -0.06, atom 33 (H): 0.07, atom 34 (H): -0.06, atom 35 (H): -0.10, atom 36 (H): -0.04, atom 37 (H): 0.08, atom 38 (H): 0.07, atom 39 (H): -0.10, atom 40 (H): -0.04, atom 41 (H): 0.06, atom 42 (H): -0.03, atom 43 (H): -0.02, atom 44 (H): 0.08, atom 45 (H): 0.08, atom 46 (H): -0.07, atom 47 (H): 0.08, atom 48 (H): -0.04

- The highest total energy belongs to which entry?
  C12H24CaLi2O22PbS5